Record 1
Below is a 7-piece molecular cluster, C35H47BBr4F21O21P2 overall at a distorted geometry, with properties calculated with ωB97M-V with the def2-TZVPD basis set.

The charge is -1. The molar mass is 1595.07 Da. As for the spin multiplicity: 1. Its total energy is -436558.2940 eV. The highest occupied orbital energy comes out at -5.9 eV.

Positions of all 131 atoms, in Å:
O -1.38153 -5.32945 11.45986
P -1.85169 -4.26705 10.56039
O -1.05599 -2.90722 10.60921
O -3.31444 -3.68011 10.91506
C -2.07135 -4.77995 8.83495
C -1.72290 -3.78681 7.68769
C -2.81104 -2.69440 7.71554
C -4.15367 -3.06645 7.08426
C -5.37414 -2.28291 7.53399
F -6.35284 -2.44772 6.59701
Br -6.09700 -2.96440 9.18237
C -5.17885 -0.73635 7.58976
F -4.37183 -0.42903 6.60965
F -6.30426 -0.14339 7.34311
Br -4.48429 0.01839 9.20316
O -0.46977 -3.19099 7.84819
B 0.48001 -4.26351 7.50678
Br 1.32104 -5.19065 9.09026
Br 2.06520 -3.37063 6.41746
O -0.24853 -5.22270 6.72429
C -1.46500 -4.61128 6.36770
C -1.15027 -3.75991 5.08678
C -1.54427 -2.29551 4.89026
C -0.64028 -1.25123 5.29094
O -0.91296 -1.63568 3.82676
C -2.52195 -5.67821 6.06965
P -2.11016 -7.11997 5.05086
O -0.77798 -7.71422 5.06791
O -3.24198 -8.15955 5.52528
O -2.58265 -6.68157 3.57669
H -1.49119 -2.13470 10.23547
H -3.95240 -4.40703 10.91141
H -1.57265 -5.74410 8.75907
H -3.15199 -4.95054 8.75987
H -2.98846 -2.42501 8.75954
H -2.40630 -1.80131 7.24869
H -4.39073 -4.10769 7.30639
H -4.15183 -2.96823 6.00261
H -1.59955 -4.29145 4.23700
H -0.07047 -3.80446 4.96346
H -2.59023 -2.04180 5.01910
H -1.01839 -0.24310 5.41547
H 0.41072 -1.42040 5.48623
H -2.96726 -6.08543 6.97453
H -3.32027 -5.15883 5.52667
H -4.14690 -7.90841 5.31325
H -3.36943 -6.12762 3.55149
C -0.25704 -0.13573 0.10082
C -1.58015 -0.26734 0.82175
O -2.27326 1.01442 0.78315
C -2.90728 1.29173 -0.33010
O -3.09526 0.60781 -1.29417
C -3.38659 2.76599 -0.29350
F -2.39186 3.54686 0.16379
F -4.45394 2.92510 0.49794
F -3.69999 3.16672 -1.52456
H 0.32069 0.67133 0.55077
H 0.31653 -1.05769 0.18152
H -0.39270 0.08959 -0.95658
H -1.43791 -0.49395 1.87301
H -2.21537 -1.03390 0.38112
C 5.06833 -0.32227 -4.02740
C 4.94508 -1.13258 -2.75646
O 4.82731 -0.27328 -1.59218
C 3.61780 0.18804 -1.32046
O 2.58256 -0.06142 -1.86540
C 3.68972 1.12384 -0.08480
F 4.70677 1.98796 -0.19998
F 3.86802 0.39198 1.01929
F 2.55570 1.81292 0.02433
H 5.91074 0.36604 -3.95285
H 5.23088 -0.98804 -4.87267
H 4.16594 0.25994 -4.21093
H 5.84524 -1.71120 -2.56704
H 4.09446 -1.81180 -2.77849
C 2.69830 -2.72204 -10.25907
C 2.79452 -2.14377 -8.86760
O 3.67636 -2.91302 -8.01017
C 4.95877 -2.65896 -8.15287
O 5.48694 -1.87556 -8.88663
C 5.77400 -3.48583 -7.12297
F 5.39940 -4.76450 -7.09360
F 5.56839 -2.95591 -5.89934
F 7.06864 -3.41598 -7.40637
H 2.37146 -3.76208 -10.22480
H 1.96613 -2.15307 -10.82583
H 3.65514 -2.68132 -10.77798
H 1.83651 -2.17042 -8.35580
H 3.14291 -1.11183 -8.88060
C 4.65613 3.76255 -8.43995
C 3.41408 4.21020 -9.17233
O 3.14574 3.36544 -10.32513
C 2.54217 2.21875 -10.08557
O 2.15218 1.77538 -9.04533
C 2.36347 1.43472 -11.41221
F 3.49435 1.42349 -12.12075
F 1.39576 1.98845 -12.15354
F 2.02059 0.17713 -11.12338
H 5.50882 3.73511 -9.11938
H 4.87045 4.46268 -7.63500
H 4.52237 2.77262 -8.00685
H 3.53632 5.20210 -9.59911
H 2.53828 4.21306 -8.52614
C -3.28844 6.87905 0.67017
C -2.49279 6.63904 -0.59236
O -2.96722 7.47397 -1.67698
C -2.55734 8.72642 -1.66875
O -1.82626 9.26930 -0.89267
C -3.13860 9.46676 -2.90320
F -4.44257 9.21178 -3.05105
F -2.49366 9.05684 -4.00608
F -2.96641 10.77828 -2.76702
H -4.35080 6.72061 0.48351
H -2.96218 6.18419 1.44287
H -3.14965 7.89630 1.03377
H -2.61484 5.62212 -0.94719
H -1.43186 6.82213 -0.42866
C 0.90911 5.13179 -0.92577
C 2.13337 4.42096 -1.44744
O 1.77324 3.10772 -1.93694
C 1.23025 3.03647 -3.13323
O 1.02075 3.91916 -3.91495
C 0.87213 1.55663 -3.43662
F 0.27244 0.98368 -2.40009
F 2.00224 0.88143 -3.71680
F 0.06793 1.50140 -4.49680
H 0.40316 4.51126 -0.18493
H 1.19641 6.07395 -0.45957
H 0.20775 5.34124 -1.73317
H 2.84879 4.21680 -0.65498
H 2.63513 4.98482 -2.23281



Record 2
Below is C35H47Br2CsN8OS as an isolated structure at a distorted geometry, with properties calculated with ωB97M-V with the def2-TZVPD basis set.

The charge is 0. The molar mass is 920.60 Da. As for the spin multiplicity: 1. Its total energy is -202497.1126 eV. The highest occupied orbital energy comes out at -6.8 eV.

Positions of all 95 atoms, in Å:
Cs 0.65379 0.01991 0.57027
N 4.30454 -0.18164 3.42596
C 3.09016 -0.32505 4.08486
C 3.12476 -0.38040 5.48872
C 1.94017 -0.51587 6.17430
C 0.74494 -0.59524 5.46452
C 0.81727 -0.53085 4.08939
N 1.95700 -0.39933 3.40682
C 4.67398 -0.23271 2.08338
C 6.05397 -0.24247 1.81795
C 6.47952 -0.28833 0.51150
C 5.53207 -0.32719 -0.50701
C 4.20281 -0.31260 -0.14425
N 3.76643 -0.26435 1.11945
H 5.09302 -0.14680 4.04912
H 4.06807 -0.31821 6.01713
H 1.94220 -0.56142 7.25549
H -0.20610 -0.70034 5.96606
H -0.08725 -0.58669 3.48859
H 6.76718 -0.21640 2.63266
H 7.53737 -0.29651 0.28402
H 5.81907 -0.36232 -1.54792
H 3.43574 -0.34150 -0.91329
C 0.92347 3.46967 2.22186
C 0.74236 3.90003 0.79111
C 0.70348 5.25972 0.42873
C 0.49373 5.60177 -0.88009
C 0.33849 4.59575 -1.85467
C 0.09533 4.82382 -3.23322
Br -0.06350 6.59956 -3.90261
C -0.04403 3.77666 -4.09766
C 0.05664 2.45652 -3.63908
Br -0.18796 1.01923 -4.86469
C 0.30191 2.10990 -2.30094
O 0.37517 0.93989 -1.83377
C 0.43019 3.25842 -1.40084
N 0.61500 2.94496 -0.10413
H 1.01778 4.32744 2.88622
H 1.81384 2.84613 2.32933
H 0.06727 2.87432 2.54769
H 0.82628 6.02319 1.18600
H 0.44524 6.64081 -1.17782
H -0.23845 3.95608 -5.14629
C -5.14422 3.00528 -2.31744
C -4.84876 4.13741 -1.33547
C -3.39151 4.23512 -0.88276
C -2.85339 2.99851 -0.16724
N -2.49677 1.96906 -1.12451
C -2.51667 0.64321 -0.92384
S -2.87801 -0.03612 0.58378
N -2.28856 -0.09115 -2.03331
C -1.86098 -1.47983 -2.03020
C -2.79613 -2.36874 -2.84114
C -4.19114 -2.47165 -2.23721
C -5.12842 -3.32450 -3.08425
H -6.17303 3.06811 -2.67465
H -5.01129 2.02758 -1.85377
H -4.48464 3.05945 -3.18712
H -5.48338 4.02211 -0.45156
H -5.12735 5.09011 -1.79351
H -3.29071 5.08322 -0.20119
H -2.74639 4.46082 -1.74175
H -3.59180 2.57834 0.51535
H -1.97396 3.27335 0.42364
H -2.11765 2.29641 -2.00285
H -1.93281 0.42274 -2.82985
H -1.83507 -1.81937 -0.99538
H -0.84874 -1.51745 -2.44384
H -2.34922 -3.36684 -2.90928
H -2.86198 -1.98392 -3.86467
H -4.60433 -1.46683 -2.12014
H -4.11427 -2.88700 -1.22826
H -5.24202 -2.90108 -4.08448
H -6.11965 -3.39110 -2.63437
H -4.74156 -4.34004 -3.19590
C 0.60872 -3.54285 1.90966
C 0.89761 -5.04987 2.14909
N 1.49611 -5.64373 0.95287
C 0.55596 -5.51641 -0.16223
C 0.20316 -4.02179 -0.39227
N 0.96583 -3.17895 0.53483
C 2.39845 -3.42532 0.34004
C 2.72256 -4.91708 0.62257
H 1.19273 -2.91448 2.58555
H -0.44793 -3.30665 2.06103
H -0.01700 -5.60008 2.37853
H 1.58738 -5.19421 2.98339
H -0.33407 -6.10374 0.07146
H 1.01934 -5.95806 -1.04666
H -0.85942 -3.83514 -0.22198
H 0.43486 -3.70677 -1.41235
H 2.94826 -2.76095 1.00909
H 2.65377 -3.14776 -0.68602
H 3.41419 -5.02085 1.46153
H 3.18097 -5.39801 -0.24383



Lowest unoccupied orbital energy (Eh)
0.0510 -0.0025